1.
C34H39N2O4Pt as an isolated structure. Source: the Open Molecules 2025 dataset; level of theory: the ωB97M-V functional and the def2-TZVPD basis.

LUMO energy (spin up / spin down) (eV): 2.070 / 2.069
Highest occupied orbital energy (spin up / spin down) (eV): -2.39 / -2.38
Relative energy (zero: lowest compared OMol25 entry of this formula, charge and spin) (kcal per mole): 63.18
Multiplicity: 3
Charge: -1
Orbital gap (spin up / spin down) (eV): 4.46 / 4.45
E_tot (eV): -50302.483

Positions of all 80 atoms, in Å:
O  -1.079  -0.531  -7.399
C  0.184  -0.697  -8.078
C  -0.444  -0.414  -9.439
H  0.589  -1.702  -7.943
H  0.925  0.030  -7.739
C  -1.767  -0.245  -8.666
H  -0.430  -1.244  -10.141
H  -0.092  0.485  -9.938
C  -2.818  -1.293  -8.946
H  -2.385  -2.291  -8.918
H  -3.265  -1.138  -9.928
H  -3.611  -1.247  -8.201
C  -2.336  1.153  -8.655
H  -1.561  1.883  -8.429
H  -3.115  1.242  -7.899
H  -2.771  1.401  -9.624
Pt  -0.609  0.656  0.539
C  -0.520  2.758  1.636
C  0.743  2.151  1.751
C  1.301  2.079  0.453
H  1.196  1.777  2.652
C  0.383  2.645  -0.449
C  -0.754  3.047  0.271
H  -1.645  3.492  -0.141
H  -1.196  2.956  2.449
H  2.242  1.624  0.205
H  0.510  2.711  -1.516
C  -2.139  0.045  2.266
C  -2.800  0.921  1.373
C  -2.901  0.285  0.121
H  -3.166  1.906  1.604
C  -2.322  -1.001  0.253
C  -1.869  -1.147  1.571
H  -1.321  -1.986  1.956
H  -1.881  0.252  3.290
H  -3.374  0.691  -0.757
H  -2.191  -1.724  -0.534
O  -0.280  0.045  -1.599
C  -1.132  0.542  -2.654
C  -0.279  0.541  -3.906
H  -1.494  1.526  -2.367
H  -1.988  -0.130  -2.747
C  0.668  -0.623  -3.645
H  0.280  1.474  -3.985
H  -0.874  0.426  -4.809
C  0.949  -0.486  -2.165
H  1.579  -0.578  -4.239
H  0.174  -1.571  -3.855
H  1.752  0.224  -1.964
H  1.174  -1.409  -1.647
O  1.970  -1.584  1.012
C  1.571  -1.179  2.091
N  2.167  -1.502  3.277
C  1.486  -0.838  4.376
C  0.480  -0.100  3.592
O  -0.140  0.804  4.145
N  0.526  -0.330  2.211
C  0.860  -1.812  5.390
C  -0.543  -1.986  5.511
C  -1.081  -2.800  6.509
C  -0.239  -3.452  7.409
C  1.145  -3.299  7.304
C  1.693  -2.491  6.300
C  2.279  0.278  5.102
C  1.797  0.771  6.348
C  2.373  1.881  6.964
C  3.432  2.542  6.351
C  3.918  2.087  5.121
C  3.348  0.965  4.496
H  2.990  -2.114  3.376
H  -1.238  -1.485  4.853
H  -2.155  -2.913  6.595
H  -0.662  -4.068  8.192
H  1.793  -3.795  8.013
H  2.766  -2.363  6.255
H  0.945  0.318  6.840
H  1.979  2.243  7.908
H  3.861  3.419  6.822
H  4.724  2.625  4.642
H  3.713  0.665  3.525



2.
The molecule C3H5NO3. Source: the Open Molecules 2025 dataset; level of theory: the ωB97M-V functional and the def2-TZVPD basis.

SMILES string: CC(=O)C(=O)NO
LUMO energy (eV): 0.139
Highest occupied orbital energy (eV): -9.85
Relative energy (zero: lowest compared OMol25 entry of this formula, charge and spin) (kcal per mole): 100.79
Orbital gap (eV): 9.98
E_tot (eV): -10821.317

Positions of all 12 atoms, in Å:
C  -0.286  -1.528  0.752
C  -0.073  -0.227  0.588
O  0.245  0.485  1.520
C  0.363  0.143  -0.904
O  0.969  -0.754  -1.592
N  0.023  1.399  -1.190
O  -0.542  2.266  -0.156
H  0.004  -1.968  1.788
H  0.410  -2.175  0.092
H  -1.379  -1.764  0.441
H  0.265  1.932  -2.051
H  0.002  2.192  0.713



3.
C4H6O2 as an isolated structure. Source: the Open Molecules 2025 dataset; level of theory: the ωB97M-V functional and the def2-TZVPD basis.

LUMO energy (eV): -0.042
Highest occupied orbital energy (eV): -9.42
Relative energy (zero: lowest compared OMol25 entry of this formula, charge and spin) (kcal per mole): 117.65
Orbital gap (eV): 9.38
E_tot (eV): -8335.359

Positions of all 12 atoms, in Å:
C  -0.719  -0.791  -1.252
O  -1.159  -1.637  -0.274
C  -0.081  -0.143  -0.138
C  0.782  -0.438  1.044
O  0.992  0.966  1.291
C  0.100  1.333  0.237
H  -1.538  -0.129  -1.582
H  -0.106  -1.104  -2.093
H  1.696  -1.019  0.930
H  0.145  -0.863  1.830
H  -0.765  1.919  0.547
H  0.654  1.907  -0.539



4.
The molecule C21H25NO6. Source: the Open Molecules 2025 dataset; level of theory: the ωB97M-V functional and the def2-TZVPD basis.

SMILES string: COCCOC(=O)c1[nH]c2c(c1C)C(=O)C[C@@H](c1ccc(OC)c(OC)c1)C2
LUMO energy (eV): 0.641
Highest occupied orbital energy (eV): -7.96
Relative energy (zero: lowest compared OMol25 entry of this formula, charge and spin) (kcal per mole): 65.29
Orbital gap (eV): 8.60
E_tot (eV): -35957.440

Positions of all 53 atoms, in Å:
C  3.731  3.466  0.359
O  3.959  2.184  -0.163
C  4.955  1.473  0.532
C  5.092  0.089  -0.095
O  3.918  -0.665  0.163
C  3.146  -0.980  -0.890
O  3.459  -0.805  -2.050
C  1.876  -1.564  -0.502
N  0.994  -1.916  -1.504
C  -0.150  -2.359  -0.969
C  -0.024  -2.313  0.420
C  1.264  -1.798  0.720
C  1.823  -1.557  2.072
C  -1.126  -2.662  1.301
O  -1.111  -2.551  2.509
C  -2.332  -3.227  0.564
C  -2.603  -2.579  -0.805
C  -3.048  -1.146  -0.620
C  -4.397  -0.872  -0.447
C  -4.823  0.421  -0.226
C  -3.933  1.489  -0.153
O  -4.528  2.696  0.066
C  -3.764  3.852  0.322
C  -2.564  1.223  -0.326
O  -1.667  2.263  -0.254
C  -0.292  1.970  -0.212
C  -2.158  -0.083  -0.567
C  -1.373  -2.746  -1.712
H  4.642  4.077  0.324
H  2.965  3.922  -0.265
H  3.380  3.419  1.397
H  4.680  1.371  1.594
H  5.921  1.998  0.470
H  5.224  0.181  -1.178
H  5.936  -0.443  0.350
H  1.225  -1.813  -2.481
H  2.252  -0.559  2.129
H  1.042  -1.673  2.817
H  2.622  -2.268  2.281
H  -2.139  -4.296  0.425
H  -3.206  -3.125  1.209
H  -3.437  -3.121  -1.265
H  -5.122  -1.672  -0.482
H  -5.870  0.642  -0.092
H  -4.496  4.636  0.518
H  -3.151  4.132  -0.537
H  -3.123  3.727  1.197
H  -0.053  1.258  0.583
H  0.076  1.584  -1.169
H  0.199  2.920  -0.005
H  -1.110  -0.266  -0.717
H  -1.299  -3.795  -2.019
H  -1.482  -2.142  -2.617



5.
A 13-piece molecular cluster, C4H33NO16 overall. Source: the Open Molecules 2025 dataset; level of theory: the ωB97M-V functional and the def2-TZVPD basis.

LUMO energy (eV): 0.001
Highest occupied orbital energy (eV): -10.16
Relative energy (zero: lowest compared OMol25 entry of this formula, charge and spin) (kcal per mole): 77.09
Orbital gap (eV): 10.16
E_tot (eV): -38933.398

Positions of all 54 atoms, in Å:
C  -0.470  -0.679  0.895
C  0.254  0.627  1.406
C  -0.840  1.652  1.656
O  -2.227  1.432  1.318
N  -0.545  -0.691  -0.575
C  -0.528  -1.836  -1.304
O  -0.348  -3.034  -0.650
O  -0.657  -1.864  -2.506
H  -1.406  -0.667  1.415
H  0.065  -1.591  1.176
H  0.791  0.302  2.299
H  1.000  0.974  0.690
H  -0.601  2.670  1.318
H  -1.084  0.120  -0.858
H  -0.116  -3.787  -1.287
H  4.699  -1.744  0.314
H  3.367  -2.408  0.048
O  4.284  -2.612  0.315
H  -4.743  -2.011  1.222
H  -4.152  -3.415  1.241
O  -4.275  -2.654  1.810
H  3.898  0.598  -1.204
H  5.089  1.691  -0.773
O  4.573  0.930  -0.526
H  -0.070  2.473  -3.656
H  0.100  0.917  -3.431
O  0.279  1.787  -3.066
H  -2.637  4.290  1.470
H  -3.547  3.428  0.675
O  -3.068  4.255  0.606
H  -1.826  -0.928  -3.308
H  -3.053  -0.403  -4.012
O  -2.659  -0.415  -3.127
H  -2.071  -1.994  3.869
H  -2.235  -2.097  2.370
O  -1.564  -2.107  3.043
H  1.894  3.381  0.598
H  3.512  3.064  0.806
O  2.825  3.602  0.415
H  1.677  -1.392  -2.495
H  3.127  -0.783  -2.404
O  2.619  -1.590  -2.500
H  2.130  1.641  -2.949
H  3.626  1.288  -3.210
O  2.862  1.076  -2.650
H  -3.393  0.634  0.046
H  -3.433  -0.123  -1.284
O  -3.574  -0.262  -0.316
H  3.213  -2.186  2.916
H  1.618  -2.293  2.781
O  2.398  -1.720  2.725
H  -2.692  0.914  2.007
H  -1.207  1.425  3.632
O  -0.880  2.111  3.007



6.
C7H15O2S as an isolated structure. Source: the Open Molecules 2025 dataset; level of theory: the ωB97M-V functional and the def2-TZVPD basis.

LUMO energy (eV): 3.788
Highest occupied orbital energy (eV): -2.81
Relative energy (zero: lowest compared OMol25 entry of this formula, charge and spin) (kcal per mole): 46.82
Charge: -1
Orbital gap (eV): 6.60
E_tot (eV): -22429.305

Positions of all 25 atoms, in Å:
C  0.497  0.338  1.486
C  3.672  -0.290  -0.418
C  -3.443  -0.399  -1.083
C  -2.040  1.417  0.052
C  1.708  0.715  0.785
C  2.548  -0.582  0.498
C  -2.507  0.042  0.101
O  -0.229  -0.675  -1.421
O  -0.854  -2.316  0.254
S  -0.740  -0.835  -0.010
H  0.674  -0.540  2.138
H  3.200  -0.065  -1.390
H  4.405  0.505  0.013
H  4.310  -1.196  -0.567
H  -3.920  0.505  -1.655
H  -3.001  -0.954  -1.869
H  -4.270  -0.991  -0.777
H  -1.368  1.634  0.785
H  -2.801  2.178  -0.130
H  -1.286  1.430  -0.790
H  2.269  1.348  1.406
H  1.377  1.301  -0.082
H  2.899  -1.011  1.498
H  1.805  -1.299  0.030
H  -2.907  -0.259  1.147



Among the records above, which one has the lowest E_tot?
C34H39N2O4Pt